P | CH2O3S | ωB97M-V/def2-TZVPD

net charge	0
HOMO-LUMO gap	9.87	eV

Atoms and positions in Å:
H (0.306, -0.910, -0.109)
C (0.182, -0.070, -0.818)
S (-3.692, 0.109, -0.176)
O (-0.848, 0.498, -1.120)
H (1.289, 0.206, -0.880)
O (-3.330, -1.222, 0.148)
O (-4.275, 0.889, 0.922)



Q | CH2O3S | ωB97M-V/def2-TZVPD

net charge	0
HOMO-LUMO gap	10.95	eV

Atoms and positions in Å:
H (-1.401, -0.117, 0.820)
C (-0.890, 0.020, -0.068)
O (0.051, -1.008, -0.144)
O (0.053, 1.086, -0.075)
O (2.243, 0.074, 0.755)
S (1.372, -0.001, -0.380)
H (-1.428, -0.055, -0.907)



R | CH2O3S | ωB97M-V/def2-TZVPD

net charge	0
HOMO-LUMO gap	8.29	eV

Atoms and positions in Å:
O (1.150, 1.704, 0.803)
S (0.280, 0.585, -0.326)
O (-0.261, -1.755, -1.588)
O (-1.077, 1.082, -0.215)
C (-0.151, -1.518, -0.451)
H (-0.291, -2.246, 0.411)
H (0.351, 2.148, 1.365)



Least stable of them? R.



P | CH2O3S | ωB97M-V/def2-TZVPD

net charge	0
HOMO-LUMO gap (alpha / beta)	9.05 / 8.28	eV

Atoms and positions in Å:
C (0.144, 0.052, 0.436)
O (2.390, -0.592, 1.503)
H (-0.931, -0.052, 0.462)
S (0.953, -0.593, 1.823)
O (0.571, 1.367, 0.938)
O (1.749, 1.711, 0.521)
H (0.479, -0.263, -0.497)



Q | CH2O3S | ωB97M-V/def2-TZVPD

net charge	0
SMILES	O=CO.O=S
HOMO-LUMO gap (alpha / beta)	7.71 / 7.68	eV

Atoms and positions in Å:
O (-1.100, 0.709, 0.530)
H (-0.163, 1.141, 0.357)
C (-1.267, -0.488, 0.082)
H (-2.294, -0.957, 0.187)
O (-0.330, -1.063, -0.401)
O (2.873, 0.775, -0.882)
S (2.280, -0.116, 0.127)



Least stable of them? P.